(1)
88
Properties=species:S:1:pos:R:3:forces:R:3:lowdin_charge:R:1 method="wB97M-V/def2-TZVPD" orbital_gap_ha=0.269 homo_ha=-0.3020 max_force_ev_per_a=1.47 energy_ha=-6156.4803 mol_weight_g_mol=835.0
C -1.69600 2.00807 6.40526 0.0 0.7 -0.7 -0.097
C -2.26372 2.54230 5.06569 -0.3 -1.0 0.1 -0.232
C -2.90277 1.38304 4.25401 0.4 0.5 -0.3 -0.175
C -2.09032 1.04910 2.97969 -0.9 -0.1 0.2 -0.218
N -2.18135 -0.39066 2.67562 0.3 0.3 0.0 0.005
C -1.01812 -1.13704 3.01694 0.2 -0.3 -0.1 -0.217
C 0.26761 -0.93117 2.34067 0.7 0.7 0.1 -0.313
P 0.23594 0.37250 0.97817 -0.8 -0.6 -0.5 0.678
O 1.31693 -0.06519 -0.16352 -0.1 0.6 1.3 -0.384
Br 1.19755 2.22657 1.89136 0.4 -0.4 0.1 0.314
C 1.36891 -1.64938 2.69206 0.5 -0.2 0.0 -0.576
Cl 2.93363 -1.41552 1.97566 -0.2 0.0 0.2 0.778
C 1.30221 -2.65504 3.71085 -1.2 0.5 -0.2 -0.393
N 2.24870 -3.44684 4.17262 0.4 -0.3 0.3 -0.224
S 1.58316 -4.35002 5.33879 -0.1 0.5 -0.7 1.030
N 0.08283 -3.78419 5.27345 -0.4 -0.3 0.6 -0.238
C 0.01988 -2.83633 4.34737 0.9 -0.2 -0.1 -0.294
C -1.13466 -2.06773 4.00433 0.0 -0.4 0.1 -0.093
C -2.39680 -2.35026 4.78060 0.0 0.2 0.0 -0.033
C -3.63703 -2.38909 3.90696 -0.1 0.7 -0.2 -0.521
O -3.72679 -3.01420 2.89472 0.1 -0.5 -0.2 0.109
O -4.68958 -1.64082 4.30984 0.2 -0.3 0.4 0.113
H -1.44974 0.95108 6.30081 0.1 0.0 0.1 0.057
H -2.43988 2.13867 7.19050 0.1 -0.1 0.1 0.068
H -0.78995 2.56423 6.64863 -0.1 -0.1 0.3 0.066
H -3.01232 3.31250 5.25286 0.1 0.1 0.0 0.097
H -1.48089 2.98311 4.44586 0.0 0.1 0.2 0.092
H -3.92291 1.64433 3.96440 0.0 -0.2 0.0 0.110
H -2.95987 0.46105 4.83082 0.0 0.1 0.3 0.066
H -2.52017 1.61976 2.15809 0.2 -0.1 -0.2 0.108
H -1.05575 1.37723 3.08540 0.0 -0.1 0.2 0.024
H -2.49251 -0.56937 1.72840 0.1 0.1 0.0 0.123
H 2.19462 0.27553 0.11173 0.2 -0.6 -0.8 -0.042
H -2.49036 -1.60557 5.57723 -0.1 0.0 0.0 0.117
H -2.28102 -3.31533 5.27718 -0.1 0.0 -0.1 0.123
H -4.46316 -1.23345 5.15452 -0.2 0.2 -0.1 0.098
C -2.92563 -4.96627 0.43608 -0.1 -0.2 -0.3 -0.016
C -1.44401 -5.22712 0.49835 -0.6 0.2 0.0 -0.325
C -0.58318 -4.15380 -0.11954 0.2 0.2 0.2 -0.088
O 0.59147 -4.89010 -0.48746 -0.1 -0.1 0.0 0.064
C 0.20718 -6.17408 -0.70909 0.0 -0.1 -0.1 -0.563
O 0.89627 -7.00784 -1.20013 0.0 0.0 0.0 0.161
O -1.07052 -6.37065 -0.29587 0.3 0.1 0.0 0.083
H -3.48524 -5.85849 0.71729 0.0 0.0 0.1 0.092
H -3.19568 -4.15382 1.10816 0.0 -0.1 0.0 0.056
H -3.23773 -4.70317 -0.57700 0.1 0.0 0.0 0.089
H -1.14271 -5.42973 1.53086 0.1 0.0 0.0 0.159
H -0.33466 -3.35124 0.57326 0.2 -0.1 0.0 0.126
H -1.01957 -3.72590 -1.02560 -0.1 0.0 0.0 0.138
C -1.97723 1.21464 -4.83557 -0.2 0.2 0.9 -0.027
C -1.78778 0.57825 -3.48131 -0.1 0.2 -0.6 -0.309
C -2.95596 -0.24029 -2.99233 0.0 -0.3 0.0 -0.090
O -2.79390 -0.16690 -1.56656 0.1 0.1 0.0 0.053
C -2.15376 1.00006 -1.30021 -0.1 0.2 0.0 -0.583
O -2.01477 1.44806 -0.20549 -0.7 0.3 -0.4 0.053
O -1.69125 1.56895 -2.43376 0.0 -0.3 0.2 0.094
H -1.18978 1.93626 -5.02111 0.2 -0.1 0.0 0.075
H -1.96277 0.46493 -5.61308 0.0 -0.1 0.0 0.083
H -2.92656 1.75249 -4.88218 0.0 -0.1 0.0 0.101
H -0.86259 -0.00526 -3.46809 0.0 0.0 0.1 0.163
H -2.92631 -1.27330 -3.33100 0.0 0.0 0.2 0.139
H -3.92295 0.19690 -3.25113 0.1 0.1 -0.1 0.139
C 1.16636 4.52057 -9.68471 -0.2 -0.2 -0.3 -0.022
C 0.52501 4.02492 -8.41345 0.3 0.2 -0.4 -0.331
C 1.40286 3.14492 -7.55901 0.1 0.1 0.3 -0.089
O 0.43369 2.35725 -6.85450 0.0 0.0 -0.1 0.055
C -0.66945 2.27837 -7.64258 -0.1 -0.1 -0.2 -0.546
O -1.59050 1.55548 -7.43987 0.2 0.2 -0.7 0.143
O -0.57222 3.13519 -8.68966 0.0 0.0 0.3 0.092
H 0.42046 4.97552 -10.33570 0.0 0.1 0.1 0.089
H 1.93715 5.25863 -9.46384 0.0 0.0 0.0 0.091
H 1.61750 3.69796 -10.24158 0.0 0.0 0.1 0.090
H 0.13023 4.86779 -7.83876 0.0 -0.1 0.1 0.160
H 2.02453 3.70418 -6.86392 -0.1 -0.1 0.2 0.141
H 2.03248 2.47157 -8.14498 0.0 0.1 -0.1 0.141
C 6.73871 3.52663 1.38232 -0.2 0.2 -0.3 -0.020
C 6.10987 2.15691 1.41057 0.3 0.5 0.1 -0.326
C 6.98928 1.04067 0.90474 0.1 -0.2 0.2 -0.087
O 6.01909 0.08485 0.45410 -0.1 0.1 -0.1 0.071
C 4.91312 0.77715 0.10359 -0.1 0.1 0.0 -0.563
O 3.98234 0.30754 -0.47623 0.2 0.1 0.0 0.117
O 5.00088 2.06668 0.49666 0.0 -0.3 0.0 0.085
H 5.98813 4.29419 1.56863 0.0 0.0 0.1 0.090
H 7.51880 3.60665 2.13901 0.0 0.0 0.0 0.092
H 7.17526 3.73680 0.40461 0.0 -0.1 0.0 0.090
H 5.72993 1.93905 2.41271 0.0 -0.1 0.0 0.162
H 7.62496 0.61174 1.67545 -0.1 -0.2 0.0 0.142
H 7.60482 1.33431 0.05133 0.0 0.1 0.0 0.140

---

(2)
77
Properties=species:S:1:pos:R:3:forces:R:3:lowdin_charge:R:1 method="wB97M-V/def2-TZVPD" total_charge=+2 orbital_gap_ha="0.200 / 0.236" homo_ha="-0.4729 / -0.4767" max_force_ev_per_a=3.47 multiplicity=2 energy_ha=-4275.3481 mol_weight_g_mol=770.8
Re -0.39702 0.45830 0.18053 -1.3 -3.0 -1.2 1.650
C -2.24143 2.92597 -0.83011 -0.2 0.5 0.4 -0.041
N -1.57272 1.73737 -1.39256 0.4 -0.6 0.5 -0.284
C -0.71928 2.19142 -2.50745 0.5 0.2 -0.3 -0.063
C -2.63686 0.85418 -1.86651 -0.3 -0.7 0.4 -0.217
C -3.28981 1.08957 -3.05921 0.0 0.0 -0.1 -0.014
C -4.34858 0.28572 -3.44966 0.1 0.0 0.2 -0.037
C -4.74576 -0.75388 -2.62569 0.0 0.1 -0.1 -0.045
C -4.12429 -0.98363 -1.41498 0.3 0.0 0.4 0.010
C -3.05829 -0.17728 -0.98620 -0.6 0.4 -1.6 -0.215
N -2.34637 -0.24776 0.18307 3.0 0.5 0.3 -0.052
C -2.80745 -0.61179 1.42170 -0.8 0.2 2.1 -0.202
C -3.82195 -1.54025 1.71745 0.3 0.2 -0.5 0.003
C -4.28720 -1.71129 3.00323 0.0 0.1 0.3 -0.048
C -3.77879 -0.95738 4.04771 0.1 -0.1 -0.2 -0.038
C -2.73284 -0.08567 3.79749 0.0 0.0 0.0 -0.014
C -2.21820 0.06379 2.52232 -0.7 -0.5 -0.2 -0.198
N -1.10197 0.98470 2.29118 0.3 -0.2 -0.9 -0.284
C -0.02442 0.67310 3.25417 0.6 -0.2 0.4 -0.066
C -1.58254 2.35678 2.52389 -0.1 0.6 0.0 -0.044
H -2.82958 3.42954 -1.60120 0.1 -0.1 -0.1 0.112
H -1.49659 3.61771 -0.44365 0.0 0.0 0.1 0.104
H -2.93383 2.62652 -0.04755 0.1 0.0 0.0 0.086
H -1.21135 2.96753 -3.09611 -0.1 -0.1 0.0 0.101
H -0.48189 1.35609 -3.16348 0.0 0.0 0.0 0.103
H 0.20223 2.61301 -2.10927 -0.1 0.0 0.0 0.077
H -3.00183 1.91656 -3.68618 0.1 0.1 -0.1 0.120
H -4.85596 0.47829 -4.37978 -0.1 0.0 -0.1 0.120
H -5.56595 -1.38607 -2.91824 -0.1 -0.1 -0.1 0.120
H -4.46419 -1.81018 -0.81930 0.0 0.0 0.0 0.094
H -4.23086 -2.16890 0.94851 -0.1 0.0 -0.1 0.093
H -5.06474 -2.43224 3.19015 -0.1 -0.1 0.0 0.120
H -4.16998 -1.05968 5.04646 0.0 0.0 0.1 0.119
H -2.33391 0.48915 4.61763 0.1 0.0 0.1 0.119
H -0.27509 1.00332 4.26343 -0.1 0.1 -0.1 0.102
H 0.89969 1.16415 2.95424 -0.1 0.0 0.0 0.077
H 0.14936 -0.40229 3.27017 -0.1 0.2 0.0 0.096
H -1.86117 2.50028 3.57007 0.0 -0.1 0.0 0.107
H -2.46570 2.54510 1.91999 0.0 0.0 0.0 0.084
H -0.81501 3.08508 2.26952 0.0 -0.1 0.0 0.085
N 0.17800 -1.12569 -1.43984 0.1 1.1 0.2 0.029
C 0.47024 -2.41942 -0.78984 0.3 -0.4 0.6 -0.241
C 1.41446 -3.31466 -1.61089 -0.1 0.1 0.1 -0.118
C 2.80790 -2.75510 -1.95469 0.0 -0.3 0.1 -0.147
C 3.95803 -3.28202 -1.08152 -0.1 0.2 -0.5 -0.139
N 3.96058 -2.70342 0.24784 0.0 -0.2 0.3 0.095
C 4.26157 -1.44563 0.53685 0.1 0.1 0.1 -0.428
N 3.83167 -0.92244 1.68355 0.1 0.0 0.1 0.234
N 4.96728 -0.67991 -0.30404 0.1 -0.2 -0.1 0.229
C 0.96055 -2.17701 0.66618 0.2 -1.5 -1.3 -0.568
O 1.56443 -3.05858 1.25579 -0.4 0.1 0.2 0.064
O 0.69715 -1.04349 1.17131 -1.3 2.6 0.0 -0.139
H -0.55858 -1.25154 -2.13522 0.1 0.1 0.1 0.121
H 1.01835 -0.82656 -1.93730 -0.3 0.0 0.0 0.067
H -0.47267 -2.96727 -0.66799 0.0 0.2 0.0 0.166
H 0.89704 -3.55648 -2.54286 0.0 -0.1 0.1 0.126
H 1.53614 -4.24539 -1.05643 -0.1 -0.1 0.0 0.128
H 2.82248 -1.66438 -1.90895 0.1 0.2 -0.1 0.090
H 3.03658 -3.04194 -2.98163 0.0 0.1 0.0 0.125
H 4.90811 -3.09360 -1.58624 0.0 -0.1 0.1 0.123
H 3.86100 -4.36057 -0.96274 0.1 0.0 0.0 0.140
H 3.30488 -3.16302 0.88501 0.3 0.3 -0.1 0.124
H 3.22021 -1.45652 2.28164 0.0 0.0 0.0 0.124
H 4.11265 -0.00332 1.97876 0.0 0.0 0.0 0.133
H 5.45084 -1.10377 -1.07780 0.0 0.0 0.0 0.125
H 5.29912 0.22642 -0.01805 -0.1 0.0 0.0 0.127
Br 5.29966 4.25882 -0.54912 -0.5 -0.4 0.0 0.775
C 3.72500 3.18912 -0.38569 0.3 0.1 0.0 -0.678
C 3.44104 2.21524 -1.33330 0.2 0.1 0.0 -0.146
C 2.29550 1.44943 -1.20762 -0.3 -0.1 0.0 -0.162
C 1.39317 1.58582 -0.13980 -0.4 0.4 0.8 -0.317
C 1.73160 2.58230 0.78830 0.3 0.0 -0.1 -0.136
C 2.86338 3.37070 0.68381 0.1 0.3 0.0 -0.116
H 4.11063 2.06607 -2.16678 0.0 0.0 -0.1 0.106
H 2.10810 0.74027 -2.00556 0.0 -0.1 -0.1 0.075
H 1.10064 2.76425 1.64424 -0.1 0.0 0.1 0.058
H 3.06543 4.12836 1.42486 0.1 0.1 0.1 0.110

---

(3)
81
Properties=species:S:1:pos:R:3:forces:R:3:lowdin_charge:R:1 method="wB97M-V/def2-TZVPD" total_charge=+2 orbital_gap_ha="0.151 / 0.151" homo_ha="-0.4729 / -0.4729" max_force_ev_per_a=3.26 energy_ha=-2780.9932 mol_weight_g_mol=721.8
Nb -0.48821 0.09135 -0.43880 1.3 -1.4 -1.5 2.033
C 0.40643 -2.97395 2.09902 0.0 -0.6 0.4 0.029
C -0.53477 -3.08575 0.98996 0.5 -1.0 -0.7 -0.333
N -0.94686 -2.07397 0.24710 -1.3 0.7 -1.7 0.046
C -1.75222 -2.62924 -0.80622 1.3 -1.9 2.2 -0.095
C -1.73703 -4.00730 -0.64822 0.5 0.3 1.5 0.010
N -0.96947 -4.27948 0.50334 -1.0 2.2 -1.8 0.240
C -2.52300 -5.11979 -1.27942 -1.5 0.8 -1.1 -0.472
O -3.34813 -4.64214 -2.20280 0.0 -0.1 0.0 0.128
O -2.49200 -6.26446 -0.92108 0.7 0.6 0.2 0.160
C -2.36618 -1.77379 -1.78734 -0.3 -0.9 -1.3 -0.475
O -3.11778 -2.20977 -2.64671 0.4 1.6 0.6 0.168
O -1.93867 -0.52018 -1.72784 1.0 0.9 1.5 -0.168
H 0.05454 -3.62336 2.90997 0.2 0.3 0.1 0.118
H 0.38725 -1.93424 2.38624 0.4 -0.1 0.5 0.033
H 1.40346 -3.33495 1.79431 -0.3 0.4 0.1 0.124
H -0.82677 -5.21527 0.85631 0.0 -0.1 0.1 0.192
H -3.36337 -3.61403 -2.40078 0.4 -1.7 0.4 0.070
C -3.51590 2.48745 2.56244 0.8 0.1 -0.2 -0.138
Si -2.77287 0.88392 1.82591 -1.3 0.1 0.5 0.466
C -4.13708 0.17723 0.71735 0.4 -1.1 1.7 -0.159
C -2.46061 -0.49509 3.05843 1.0 0.4 2.4 -0.173
C -1.19215 1.44282 0.88205 0.9 -1.1 -1.7 -0.601
Si 0.24667 1.94340 2.06206 1.5 0.5 0.0 0.397
C -0.19227 3.15005 3.33309 -0.6 1.8 0.1 -0.152
C 1.60664 2.91765 1.15203 -1.0 -0.7 -3.0 -0.157
C 0.85450 0.48707 3.09317 -1.6 -0.2 -1.5 -0.147
Si -1.65613 2.92142 -0.37297 0.0 0.2 0.6 0.507
C -1.67390 4.60558 0.41395 0.3 0.4 -1.3 -0.123
C -3.29011 2.71318 -1.15897 -0.8 -0.3 -0.5 -0.154
C -0.38561 2.71892 -1.78083 -0.7 -0.4 -2.0 -0.252
C -0.24648 3.77000 -2.71711 0.7 0.7 0.2 -0.032
C 0.39010 3.51922 -3.94073 -0.7 -1.1 -1.8 0.012
C 0.89615 2.21395 -4.18896 1.5 1.3 0.8 -0.009
C 0.84488 1.24039 -3.21529 -2.4 -0.1 -0.1 -0.056
N -0.02446 1.41146 -2.16416 1.5 1.4 2.0 -0.087
H -4.49112 2.27680 2.95900 -0.6 -0.3 0.3 0.046
H -3.68305 3.21501 1.76238 -0.1 -0.3 -0.1 0.014
H -2.96001 3.04320 3.32989 -0.2 -0.5 -0.2 0.031
H -4.99521 0.83810 0.82539 -0.3 -0.3 0.0 0.046
H -4.32695 -0.85765 1.17933 -0.2 1.5 -0.8 0.075
H -3.93502 0.05302 -0.31521 0.2 -0.1 -1.0 -0.011
H -3.40408 -0.99068 3.30999 -0.1 0.3 -0.1 0.048
H -2.06796 -0.09759 4.06213 -0.8 -0.2 -1.3 0.069
H -1.75557 -1.32213 2.92491 0.0 0.2 -0.8 0.011
H 0.36889 2.76425 4.14962 0.4 -0.2 1.1 0.039
H -1.22266 3.21085 3.62588 -0.2 -0.1 0.3 0.010
H 0.15992 4.19390 3.20604 -0.2 -0.6 -0.3 0.076
H 1.08265 3.74736 0.60514 0.2 -0.5 0.5 0.025
H 2.20389 2.44380 0.30518 -0.5 0.3 1.4 0.054
H 2.23865 3.42931 1.82940 0.8 0.2 0.9 0.031
H 1.10611 -0.33415 2.38775 0.4 0.6 1.2 0.000
H 0.06670 0.24272 3.82575 0.4 -0.2 -0.4 0.042
H 1.65538 0.95160 3.62109 1.1 -0.2 0.3 0.045
H -2.49827 4.64086 1.11142 -0.1 0.2 0.2 0.037
H -1.81144 5.39880 -0.38053 -0.1 -0.9 0.7 0.083
H -0.74848 4.84335 0.88468 0.6 0.3 0.7 0.015
H -4.17983 2.60645 -0.53844 0.3 -0.1 0.4 0.046
H -3.27852 1.84882 -1.82977 -0.2 0.3 -0.2 0.047
H -3.51429 3.64756 -1.69554 0.3 -0.3 -0.3 0.072
H -0.56676 4.82606 -2.48227 0.2 -1.4 -0.1 0.140
H 0.36953 4.15876 -4.89320 0.2 -0.3 2.1 0.162
H 1.59209 2.07101 -5.01541 -0.6 -0.1 -0.1 0.131
H 1.21308 0.24077 -3.37823 0.2 -0.1 0.2 0.122
O 1.12391 -1.40651 -1.45900 -1.4 1.4 0.7 -0.085
C 2.04233 -0.97394 -0.70170 1.7 -1.0 -2.3 -0.572
O 1.78144 -0.12097 0.21806 -2.6 0.4 -0.3 -0.122
C 3.41976 -1.48716 -1.00467 -1.0 0.9 2.0 -0.178
C 4.33157 -1.23712 0.01531 2.5 -1.3 0.6 0.005
C 5.53979 -2.06612 0.09818 -0.1 0.7 -1.5 0.070
C 5.73936 -2.92904 -1.00702 0.6 0.6 -0.8 -0.148
O 6.88511 -3.60051 -1.42259 -0.2 0.9 1.4 0.037
C 6.60483 -4.32793 -2.59470 -1.2 0.6 -0.5 -0.065
O 5.23584 -3.93691 -3.01165 1.1 0.2 0.3 0.055
C 4.83357 -3.08226 -2.06724 -2.4 1.2 0.3 -0.216
C 3.61584 -2.37971 -2.05613 0.7 -1.3 0.4 0.081
H 4.13068 -0.40853 0.71853 0.2 -0.9 -0.2 0.124
H 6.41420 -1.94402 0.78695 -1.3 0.1 -0.4 0.139
H 6.48851 -5.34591 -2.31851 0.5 -1.1 -0.1 0.132
H 7.31386 -4.10983 -3.41682 -0.3 -0.1 0.7 0.161
H 2.74317 -2.63202 -2.64189 0.4 0.0 -0.5 0.127